{
  "formula": "C6H6N",
  "method": "ωB97M-V/def2-TZVPD",
  "homo_lumo_gap_ev": 9.1,
  "e_tot_ha": -286.58075,
  "charge": 1,
  "elements": ["H", "H", "C", "H", "C", "H", "C", "N", "C", "H", "H", "C", "C"],
  "coordinates": [[2.1706, -0.6509, 0.2198], [-0.9854, 1.2277, -1.7037], [-0.8648, 0.6213, -0.9007], [1.6714, 0.8650, 1.7344], [1.0434, -0.2824, 0.2439], [0.8803, -2.2240, -0.7960], [0.7469, 0.5999, 1.2151], [-1.2158, 0.9523, 0.2554], [0.3340, -1.2377, -0.6283], [-0.9822, 1.1915, 2.2876], [-1.4380, -1.2708, -2.0463], [-0.6289, 0.9721, 1.3874], [-0.7317, -0.7637, -1.2685]]
}

=====

{
  "formula": "C37H32BrCaClN5O5PS",
  "method": "ωB97M-V/def2-TZVPD",
  "homo_lumo_gap_ev": 7.5,
  "e_tot_ha": -6530.65588,
  "elements": ["H", "H", "Cl", "O", "H", "C", "H", "C", "C", "O", "O", "N", "H", "C", "H", "H", "C", "H", "Ca", "C", "H", "C", "C", "C", "C", "C", "C", "C", "N", "N", "C", "H", "P", "O", "H", "H", "H", "C", "C", "H", "H", "C", "H", "C", "H", "C", "H", "H", "H", "H", "H", "C", "C", "C", "H", "C", "H", "C", "C", "N", "H", "C", "H", "C", "C", "C", "C", "C", "H", "Br", "S", "C", "H", "C", "C", "N", "C", "C", "H", "H", "C", "H", "O", "H"],
  "coordinates": [[-1.4679, -6.4905, 2.6940], [3.1219, -1.5094, 5.5500], [0.2146, -0.1823, -2.9231], [-3.3700, 2.3153, 1.1608], [-1.4347, 0.7439, 2.5968], [0.0924, -1.8820, -3.2653], [-3.2393, -3.7155, -0.0341], [1.8373, -0.8090, 3.9680], [1.6824, -0.5680, 2.5648], [-3.8082, 4.3681, 2.6723], [-1.7278, 1.5795, -0.1591], [0.6803, 4.0740, 1.8468], [0.8643, -0.6919, 5.8881], [-1.4421, 4.3717, 2.2764], [-3.4321, -5.6772, 1.4370], [6.6081, 2.5592, -4.0399], [-1.2288, 3.2767, 1.3980], [0.8755, -1.6824, -5.2498], [0.2287, 0.9201, -0.0655], [-2.3710, -4.0652, 0.5093], [-2.5693, -1.5972, -3.1565], [2.7738, -0.9936, 1.7621], [-4.6053, -0.5027, -0.0636], [0.7578, -0.5005, 4.8265], [-0.5238, -4.0768, -2.5582], [-0.1777, 4.8534, 2.5264], [-0.3992, 0.0163, 4.3185], [-1.1511, -3.4071, 0.3815], [0.0654, 3.1168, 1.1632], [2.9707, 2.0450, -1.6578], [0.3674, -3.7161, -4.7639], [0.7039, -5.3265, 2.4802], [-0.8545, -1.9374, -0.6675], [-1.5754, 2.7419, -2.6144], [0.8994, -3.3451, 1.0136], [4.9395, 2.0984, -4.3968], [-6.1573, -0.0194, -1.4665], [-2.5702, -1.3942, -1.0103], [-2.2024, 2.3201, 0.7638], [-4.8397, -0.7217, -3.4331], [-2.8773, -1.0445, 1.0846], [3.8455, 2.9075, -2.0116], [-1.8240, 2.2830, -1.7897], [-0.1561, -4.9786, 1.9225], [0.5645, 5.5140, -1.9653], [-0.5019, 0.3001, 2.9401], [4.9783, -2.1297, 4.0430], [-0.3389, 4.0841, -1.7629], [0.1313, 5.6877, 3.1323], [5.9179, 3.2816, -1.7457], [5.4616, 1.5867, -2.0095], [-0.1358, -4.5705, -3.7949], [-0.0474, -3.8690, 1.0992], [-3.3188, -0.9855, 0.0946], [-3.6953, 3.5406, 2.1221], [-5.1538, -0.4036, -1.3341], [0.6722, -4.1032, -5.7270], [-3.1278, -1.2920, -2.2803], [3.9203, -1.5435, 2.2599], [1.7110, 2.5400, -1.4629], [-0.9168, -4.7507, -1.8080], [3.0363, -1.3581, 4.4796], [4.7102, -1.8607, 1.5926], [0.4833, -2.3596, -4.5025], [5.2739, 2.6134, -2.3209], [1.6302, 3.8269, -1.7025], [5.5642, 2.7792, -3.8187], [-2.4795, -5.1725, 1.3382], [-0.2248, -5.6289, -4.0028], [2.6837, -0.8795, -0.1644], [3.1695, 4.5253, -2.1630], [-0.4197, -2.7203, -2.2717], [-1.7759, 2.1366, -3.3335], [-4.4155, -0.7961, -2.4393], [-1.3753, -5.6298, 2.0439], [0.5218, 4.5870, -1.5797], [4.0620, -1.7092, 3.6499], [-2.6626, 4.9824, 2.8789], [-1.2341, 0.2250, 4.9786], [1.6831, 4.1347, 1.8367], [0.5062, 0.0426, 2.0279], [-5.1651, -0.1756, 0.8017], [-2.5718, 5.9939, 3.5328], [5.3559, 3.7999, -4.1408]]
}

=====

{
  "formula": "C3H5N2",
  "method": "ωB97M-V/def2-TZVPD",
  "homo_lumo_gap_ev": [8.1, 8.1],
  "e_tot_ha": -226.38651,
  "charge": 1,
  "elements": ["C", "C", "H", "N", "C", "N", "H", "H", "H", "H"],
  "coordinates": [[-1.2745, -0.5475, -0.0946], [0.6402, 0.3815, -0.8866], [1.1371, 0.8651, -1.7552], [-0.7514, -0.7314, 1.0171], [1.3332, 0.5950, 0.2691], [-0.5669, -0.0855, -1.1555], [2.3222, 0.2323, 0.0142], [0.7752, 0.9911, 1.0639], [-2.3721, -0.7345, -0.2706], [-1.2431, -0.9662, 1.7981]]
}

=====

{
  "formula": "C10H28O6S4Tl",
  "method": "ωB97M-V/def2-TZVPD",
  "homo_lumo_gap_ev": 4.7,
  "e_tot_ha": -2613.96311,
  "charge": 1,
  "elements": ["O", "H", "H", "S", "C", "H", "H", "C", "H", "H", "C", "O", "H", "H", "H", "H", "C", "C", "H", "H", "H", "O", "H", "S", "H", "H", "H", "H", "H", "H", "H", "Tl", "S", "H", "C", "H", "O", "S", "H", "C", "C", "H", "O", "O", "C", "H", "H", "C", "H"],
  "coordinates": [[4.5221, -21.7963, -20.8731], [-1.2807, -24.1048, -22.6145], [5.9487, -21.7009, -16.1036], [5.2788, -23.5728, -17.4678], [-0.5027, -22.5325, -18.3840], [7.2250, -22.8003, -16.0313], [3.5049, -24.4810, -20.9852], [4.5128, -24.1643, -15.9261], [0.8133, -21.0543, -15.7325], [-1.2102, -22.7519, -17.5747], [4.5779, -24.4150, -21.1485], [4.2248, -22.7967, -18.2250], [7.0677, -23.7894, -22.3962], [0.1136, -20.2352, -14.3394], [7.0967, -23.0574, -20.7473], [3.5013, -24.5420, -16.0501], [6.7926, -22.9293, -21.7867], [6.4980, -22.3971, -16.7389], [4.5605, -23.3659, -15.1854], [-1.9433, -21.5415, -19.6603], [5.1151, -24.4714, -20.2050], [-0.2793, -20.5804, -19.9369], [-1.4783, -20.5345, -18.2712], [1.1011, -23.5396, -22.2967], [3.2233, -20.7514, -14.9387], [0.8225, -23.1747, -24.6819], [5.1499, -24.9702, -15.5581], [3.9371, -19.1167, -14.5645], [-0.4506, -19.9283, -16.0096], [2.8312, -19.7498, -13.5803], [7.0526, -21.9838, -17.5779], [2.5498, -20.6902, -19.2343], [1.7185, -18.8750, -15.6316], [-0.8123, -23.3418, -19.0506], [0.4184, -20.0993, -15.3761], [-0.1521, -22.0894, -23.7218], [2.0677, -18.9809, -17.0921], [4.9575, -22.7884, -21.9182], [-0.5916, -24.3623, -21.0070], [-1.0973, -21.1705, -19.0738], [0.8313, -22.5529, -23.7842], [7.3111, -22.0261, -22.1045], [0.7401, -22.6408, -17.9084], [1.8628, -22.6635, -21.3489], [3.0308, -19.7170, -14.6563], [-0.9704, -22.6719, -21.5178], [1.6258, -21.8383, -23.9916], [-0.6550, -23.6633, -21.8417], [4.8306, -25.1926, -21.8703]]
}

=====

{
  "formula": "C4H7NO",
  "method": "ωB97M-V/def2-TZVPD",
  "homo_lumo_gap_ev": 10.5,
  "e_tot_ha": -286.56406,
  "elements": ["C", "C", "H", "H", "C", "O", "H", "C", "H", "N", "H", "H", "H"],
  "coordinates": [[-0.9582, 1.1163, -0.9736], [0.9348, -1.1364, -0.2470], [-0.9687, -1.3471, 0.8805], [-0.5317, 0.7370, -1.9088], [-0.2702, -0.6143, 0.4821], [-1.5958, 2.2854, -1.1490], [-1.9068, 2.4805, -0.2438], [1.0712, -0.5594, 1.1417], [1.3348, -0.5493, -1.0690], [-0.9257, 0.6149, 0.1814], [1.0218, -2.2116, -0.3756], [1.2628, -1.2209, 1.9811], [1.5213, 0.4269, 1.2256]]
}

=====

{
  "formula": "C37H45N4O7S4Tl",
  "method": "ωB97M-V/def2-TZVPD",
  "homo_lumo_gap_ev": 6.2,
  "e_tot_ha": -3947.78049,
  "elements": ["H", "C", "N", "H", "C", "O", "Tl", "H", "H", "H", "C", "C", "C", "C", "H", "C", "H", "C", "N", "O", "C", "H", "S", "S", "H", "C", "C", "C", "H", "C", "C", "C", "H", "H", "H", "C", "C", "C", "C", "C", "H", "H", "H", "C", "H", "O", "O", "H", "C", "H", "H", "H", "O", "H", "H", "C", "C", "C", "C", "C", "H", "C", "H", "C", "H", "H", "H", "H", "H", "C", "S", "O", "H", "H", "C", "H", "C", "H", "O", "H", "H", "H", "H", "C", "H", "H", "C", "C", "H", "H", "C", "H", "S", "N", "C", "N", "H", "H"],
  "coordinates": [[-2.7975, 2.1758, 1.1704], [4.8649, 1.3211, 1.6147], [-0.7368, 1.4197, -3.2837], [-0.2994, -3.2950, -0.7915], [8.2393, 3.0580, 1.8581], [1.8395, 3.6218, -0.5444], [-0.5356, -0.5300, 0.2539], [-1.6069, -2.3605, 2.3168], [-6.1651, -5.4410, 4.0856], [3.8360, 4.1938, -1.9408], [-4.8766, 0.2296, -1.2709], [-0.7694, 3.8967, 4.5086], [1.9492, 3.2577, -1.8359], [1.0287, -2.9757, -2.2651], [8.8774, 2.2792, 2.2802], [1.0332, 2.5153, -2.5819], [2.6001, 2.2849, -5.6030], [1.2607, 2.1794, -3.9076], [1.9355, -3.6604, -2.9969], [2.3082, 0.2219, 0.7597], [3.9153, -0.9686, -0.9589], [-1.5209, 4.5451, 4.0529], [3.1776, 0.5694, -0.4094], [-2.5655, -2.6520, -0.4441], [-3.7850, 0.4878, 2.7660], [-4.3291, -3.9983, 1.1628], [1.1301, -4.8406, -0.6683], [6.0215, 1.8938, 2.1249], [-0.6316, 4.2253, 5.5387], [-4.6790, -4.5693, 4.9197], [0.0866, 1.4786, -4.2972], [-3.0168, -3.4098, 3.5220], [3.2289, -3.8766, -4.5979], [3.1295, -1.5255, -1.4737], [4.2784, 3.5852, -4.2980], [2.4043, -3.2299, -4.3038], [-4.8334, -4.4445, 2.3711], [-4.1691, -0.8269, -3.3120], [3.1102, 3.6180, -2.5024], [0.5568, 3.5520, 0.0879], [5.4087, 1.9083, -1.6831], [-0.1976, 1.0181, -5.2284], [2.0348, -4.6387, -2.7848], [2.4315, 2.5456, -4.5663], [-2.5144, -3.1826, 4.4540], [-2.2884, 1.1871, -0.9921], [-0.1804, 2.0460, -2.1649], [0.1742, 4.0492, 3.9800], [-4.1885, -4.1577, 3.5746], [-4.6531, 0.8895, -0.4424], [4.1094, 0.8862, 2.2586], [0.1451, 2.5447, 0.0665], [-5.8295, -5.2886, 4.9750], [1.6142, -3.2783, -5.0541], [-2.8722, 3.4209, 2.4387], [3.3523, 3.2687, -3.8357], [-1.1885, 2.4294, 4.4689], [-3.9505, 1.5568, 2.8959], [6.7444, 2.4576, -0.0873], [4.6684, 1.3126, 0.2451], [-4.0466, 1.7595, 3.9634], [-3.1494, -3.2376, 1.0991], [-0.1414, 4.2477, -0.3817], [-6.3348, -1.3145, -2.3866], [-3.4019, -0.9927, -4.0567], [-5.7488, -5.0286, 2.3383], [-7.2742, -1.8522, -2.4338], [0.7260, 3.8381, 1.1208], [-2.1726, 2.2623, 4.9049], [-5.3744, -1.5100, -3.3703], [0.4569, -1.4523, -2.7460], [-4.1219, -4.2996, 5.9485], [6.1833, 1.9035, 3.1977], [-6.8223, -0.3060, -0.5556], [-2.6253, 0.7773, -2.1103], [4.2671, -1.4988, -0.0729], [-2.8203, 2.3446, 2.2502], [-4.8956, 1.8216, 2.4205], [-1.2701, 0.2939, 2.8963], [8.0124, 3.7631, 2.6594], [-0.4706, 1.7860, 4.9776], [0.7290, -5.6671, -1.2686], [2.2198, -4.8782, -0.6901], [-2.5077, -2.9614, 2.3190], [-4.8468, -4.2241, 0.2384], [4.7365, -0.7436, -1.6410], [-3.9220, 0.0519, -2.2629], [-6.0839, -0.4445, -1.3348], [8.8114, 3.5828, 1.0939], [0.8044, -4.9911, 0.3584], [5.5917, 1.8920, -0.6128], [7.4711, 2.9114, -0.7524], [-1.1839, 1.7906, 2.7896], [0.6540, -3.5397, -1.1039], [6.9782, 2.4613, 1.2858], [-1.9310, 0.8777, -3.2704], [2.7513, -2.2005, -4.2546], [-5.5615, -2.2032, -4.1807]]
}